(1)
DFT (ωB97M-V/def2-TZVPD) results for a structure of composition C20H24B2BaBr12O16 in a non-equilibrium geometry.

```
75
Properties=species:S:1:pos:R:3:forces:R:3
O -14.7576 0.1978 8.5464 -1.3 0.9 2.2
Br -9.6565 1.6727 11.0877 0.7 -1.8 -1.7
H -16.3275 4.3244 15.4213 0.0 -0.1 -0.1
H -12.0097 1.8926 10.3776 6.1 0.0 2.3
C -14.9081 2.9728 14.5666 0.3 -0.7 0.0
O -15.4560 0.2127 13.0717 -0.4 0.0 -0.3
O -14.1375 -2.8094 14.0323 -0.4 -0.9 0.8
H -19.2525 -1.0048 10.0229 -0.2 0.0 -0.6
O -17.0848 -1.5118 18.1001 0.5 -0.2 0.0
Br -12.8829 -0.0491 6.9837 0.6 -0.3 -1.7
H -15.6476 3.4286 8.2436 0.3 0.3 -0.6
C -16.4106 4.2058 8.2945 0.0 -0.4 -0.1
Br -11.1686 -1.7407 11.3293 0.7 0.0 -0.8
Br -16.3496 1.9195 4.5806 0.3 -0.2 0.2
C -15.3590 3.8930 15.6691 -0.1 0.0 -0.7
C -17.7627 3.5306 8.1363 0.2 0.3 0.2
Br -9.8683 3.2368 13.5368 -0.4 1.5 1.7
Br -12.1839 5.9416 10.5115 0.3 -0.6 0.2
Br -13.2839 1.9447 15.1051 -0.6 0.3 -0.2
H -10.8763 3.7239 10.7339 -0.1 0.7 -0.4
Br -14.1749 5.4223 15.7737 0.1 -0.1 0.4
H -16.2344 4.6447 9.2723 -0.5 0.5 -0.1
C -14.5503 0.3315 9.7005 -0.1 -0.1 1.2
H -12.1571 3.7220 12.7356 -0.1 0.1 0.2
C -16.5253 3.6832 19.9193 -0.3 0.0 -0.4
C -14.4069 -1.7940 13.4298 1.2 0.9 0.0
Br -18.0848 2.6100 9.8649 -0.2 0.3 -0.6
O -13.6175 1.0438 11.6910 -2.9 0.0 0.3
H -11.4370 5.2605 13.2842 0.2 -0.2 0.3
C -11.5288 1.0691 10.8966 8.9 -4.2 3.5
O -16.0691 -0.9350 14.9268 0.2 0.1 -0.2
H -11.8821 0.9637 11.9166 1.5 0.0 -0.4
H -17.8770 -3.0634 9.2238 -0.4 -0.2 0.5
O -15.4659 3.4834 22.1016 0.0 0.2 0.5
H -10.9022 -0.2131 9.2716 0.0 -0.3 0.0
H -9.9179 5.1305 11.2726 -0.1 0.1 -0.3
C -15.1492 -0.0641 18.0104 1.0 0.9 0.2
H -15.4705 3.3372 16.5955 0.3 0.4 0.3
C -11.2640 4.3426 12.7300 -0.3 0.0 -0.7
B -14.5376 -0.0898 11.9348 0.8 0.0 -0.1
C -15.4113 -0.7677 13.9080 -1.1 -0.4 0.5
H -18.5385 4.2536 7.8942 -0.2 -0.1 0.6
H -13.9209 2.0206 5.4431 -0.2 -0.4 -1.0
H -17.7410 -0.1381 10.1512 0.1 -0.2 0.2
Br -17.7413 -2.6902 11.7899 0.0 -0.2 -0.2
O -16.6530 2.7914 18.9146 0.3 -0.9 -0.1
O -12.8982 2.1349 9.8810 -9.5 3.7 -5.2
C -15.7901 2.9743 21.0825 0.0 0.7 -0.3
O -13.7838 -1.2885 12.4269 -0.7 -0.4 0.0
C -16.5467 -0.4747 18.4743 -0.4 -0.7 -0.3
O -16.9306 4.7921 19.8442 0.1 0.4 0.4
B -16.0489 1.5406 19.3112 0.5 1.6 1.7
Br -18.1232 -0.4249 7.7765 -0.3 -0.4 0.1
H -16.4533 -2.2054 9.7271 -0.1 0.2 0.1
H -14.6355 3.4345 13.6222 0.0 0.3 0.2
C -11.5826 -0.2334 10.1146 0.4 0.6 1.5
H -15.6729 2.2351 14.3368 0.0 -0.1 0.2
H -12.6009 -0.4374 9.8014 0.2 -0.4 -0.4
H -15.0056 2.1863 6.6698 -0.6 -0.1 -0.1
H -17.7813 2.7911 7.3394 0.2 -0.2 0.2
H -15.4203 -0.1941 6.9581 0.1 0.0 -0.8
Ba -15.4502 -3.0895 16.5217 0.1 1.2 -0.5
C -13.5906 1.3014 10.4087 -5.3 0.1 -1.1
O -14.3752 -0.7657 17.3815 -0.5 -0.8 -0.1
H -14.7168 -0.4930 5.3334 0.2 -0.2 0.1
C -14.8591 1.5777 5.7733 0.6 0.7 1.8
C -14.6985 0.1354 6.2216 0.3 -0.1 -2.2
O -14.8972 1.1229 18.4564 -0.5 -0.7 -0.4
C -18.2331 -0.9623 9.6459 0.3 0.2 0.4
C -17.5268 -2.2777 9.8890 0.6 0.4 -0.6
O -15.1005 -0.4506 10.6524 -0.2 0.7 0.4
O -15.5342 1.7391 20.6976 -0.3 -0.9 -1.0
Br -16.2399 5.5950 6.9088 0.2 -0.6 0.5
O -17.0064 0.4086 19.2750 -0.2 -0.4 -0.4
C -10.8964 4.6588 11.2869 0.1 0.0 0.6
```
Forces are in eV/Å.

Computed properties:
highest occupied orbital energy: -8.07 eV
gap between HOMO and LUMO: 5.62 eV
F_max: 11.45 eV/Å
energy relative to the best compared isomer or geometry (same formula, charge and spin): 99.6 kcal/mol
total charge: 0
molecular weight: 1638.20 g mol⁻¹

---

(2)
DFT (ωB97M-V/def2-TZVPD) results for a structure of composition C20H24BF2N3O6SSn.

```
58
Properties=species:S:1:pos:R:3:forces:R:3
C -3.0975 -3.0822 -2.3676 0.0 0.0 -0.1
B -1.5302 1.5598 -0.0126 0.2 0.1 0.1
C -2.9694 4.5401 -1.3366 0.0 0.0 -0.1
H -0.6862 -0.7906 -3.0589 -0.1 -0.1 0.0
H -5.1769 3.7373 0.9272 0.0 0.0 0.0
N -1.2662 -1.1154 1.6581 -0.3 -0.1 0.2
C -1.1292 -0.9351 2.9783 0.0 0.1 -0.2
H 4.3130 1.9492 2.0740 0.0 0.1 0.0
F -2.3381 -2.2874 -4.4385 0.0 0.0 -0.1
C -4.3967 2.0271 -1.1815 0.1 -0.1 0.0
H 2.8707 4.8969 3.6139 0.0 0.0 0.0
C -2.1479 -2.0119 1.1718 0.1 0.1 0.1
Sn 0.2587 0.0859 0.2154 -0.2 -0.6 -0.3
H 2.1564 4.9339 1.9817 0.0 0.0 0.0
H -2.1671 5.2707 -1.4559 0.0 0.0 0.0
H -3.7734 -3.7641 -2.8634 0.0 0.0 0.0
O 3.3186 3.2030 -1.2696 -0.1 0.0 0.0
C -1.3569 -1.4058 -2.4609 0.1 0.1 0.2
C -2.9398 -2.7492 2.0692 0.0 -0.1 0.1
O 1.4058 1.7194 -1.5639 0.3 0.1 0.2
H -3.6821 1.7759 -1.9682 -0.1 0.0 0.0
H -1.7264 -1.4728 4.9654 0.0 0.0 0.0
H -0.3880 -0.1847 3.2556 -0.1 -0.1 0.0
C -2.2009 4.3585 1.0339 0.1 -0.1 0.0
H 4.6765 3.4326 3.0001 0.0 0.0 0.0
H -1.9400 3.6567 1.8293 0.0 0.1 0.0
C -4.6371 2.8173 1.1725 0.0 -0.1 0.0
H -1.3010 4.9322 0.8052 0.0 0.0 0.0
C 2.1937 4.3748 2.9295 0.0 -0.1 0.0
H -5.0862 2.7959 -1.5408 0.0 0.0 0.0
H -3.4074 -3.1383 4.1171 0.0 0.0 0.0
C -1.8705 -1.6405 3.9060 -0.1 -0.1 0.0
F -3.8595 -3.8984 -0.3409 -0.1 0.0 0.0
O -2.8294 1.3750 0.4880 0.1 0.0 0.1
C -2.5981 3.5806 -0.2240 0.1 -0.1 0.3
C -1.3116 -1.3198 -1.0600 -0.4 0.0 0.2
O -1.4484 2.8184 -0.6040 -0.2 0.0 -0.1
H 4.1287 3.5197 1.2969 0.0 0.0 0.1
O 3.2574 1.0503 -0.1161 0.1 0.1 0.0
N 0.9701 1.3483 2.2415 0.1 0.5 -0.3
C -2.2515 -2.2421 -3.0767 0.0 -0.1 0.1
C 4.0158 2.9833 2.2506 -0.1 -0.1 -0.1
C -3.0318 -3.0145 -0.9943 0.1 0.0 0.0
H -4.1282 2.9432 2.1275 0.0 0.0 0.0
C -2.1900 -2.1402 -0.3052 0.1 0.1 -0.1
O 1.7587 2.8894 0.5608 0.2 -0.2 0.1
H -3.0911 4.0145 -2.2836 0.0 0.0 0.0
C -3.6477 2.4734 0.0732 0.0 0.0 -0.2
H -4.9606 1.1229 -0.9437 0.0 0.0 0.0
H -3.6615 -3.4609 1.7042 0.0 0.0 0.0
H -3.8968 5.0697 -1.0959 0.0 0.0 0.0
C 1.7179 2.2641 1.9053 -0.2 -0.4 0.5
C -2.7952 -2.5642 3.4302 0.1 0.1 -0.1
H -5.3593 2.0042 1.2755 0.0 0.0 0.0
S 2.5037 2.1494 -0.6859 0.1 0.4 -0.3
H -2.9903 5.0339 1.3767 0.0 0.0 0.0
H 1.1936 4.3690 3.3696 0.0 0.0 0.0
N 2.6479 3.0020 2.7632 -0.1 0.2 -0.3
```
Forces are in eV/Å.

Computed properties:
highest occupied orbital energy: -0.02 eV
gap between HOMO and LUMO: 4.54 eV
F_max: 0.69 eV/Å
energy relative to the best compared isomer or geometry (same formula, charge and spin): 30.0 kcal/mol
total charge: -2
molecular weight: 602.01 g mol⁻¹

---

(3)
DFT (ωB97M-V/def2-TZVPD) results for a structure of composition C20H24BF4NOP2Pm in a non-equilibrium geometry.

```
54
Properties=species:S:1:pos:R:3:forces:R:3
H -2.7990 0.7873 -4.6492 -0.2 0.1 0.3
H -3.1310 4.1606 4.0404 0.1 -0.1 -0.2
F 1.4001 -1.8582 -0.4276 -0.4 -0.3 0.1
H 2.8891 2.9606 -0.6059 0.1 0.0 0.3
H 2.2805 1.3150 -4.2439 -0.1 0.2 0.3
F -0.1073 -2.0256 1.2814 0.2 -0.3 -0.5
C -2.5632 1.3552 -1.3070 0.6 -0.3 -0.4
C -2.8325 3.6771 3.1112 0.0 0.0 0.0
H -0.8706 4.5845 3.0981 -0.3 -0.2 -0.1
H 2.3285 1.5389 3.3526 -0.1 0.3 0.1
H -5.2568 1.6319 0.5842 0.0 -0.9 0.4
C -3.8755 1.0974 -0.9415 -0.2 -0.2 -0.1
H -0.5563 -0.7425 -4.0181 0.2 0.0 0.2
B 0.2209 -2.5946 -0.0309 0.0 0.0 0.0
H -0.7504 1.8768 -4.2013 -0.1 0.2 0.2
N -1.5972 1.5039 -0.2606 -2.6 3.7 -1.5
C -2.0366 2.3748 0.7868 1.0 0.0 0.4
H 0.2117 3.6401 -0.2507 0.0 0.0 0.3
C -3.0936 0.8536 -3.5982 -0.2 0.0 0.0
C -2.1747 1.3435 -2.6709 0.0 -0.2 0.6
Pm -0.1961 0.1114 0.1096 0.9 -3.0 1.4
H -5.0550 0.0064 1.2867 -0.9 -4.5 2.3
C -1.5580 3.9059 2.5856 -0.2 0.1 0.1
H 0.7959 -1.5188 -3.1537 -0.1 0.1 -0.3
C 0.4781 -0.6098 -3.6813 0.2 -0.6 0.1
F -0.8324 -2.0226 -0.8908 0.5 -0.2 0.3
H 1.1317 -0.4447 -4.5463 -0.3 -0.1 0.2
H -0.6194 2.8580 -2.7039 -0.2 -0.3 -0.2
C -3.7279 2.8406 2.4428 0.1 0.2 -0.2
C -4.2396 1.2163 0.5416 3.4 5.1 -2.9
O -2.9882 -0.7209 1.2719 0.2 -0.1 0.1
C -4.3749 0.4568 -3.2049 0.0 0.0 0.0
C -3.3319 2.2248 1.2602 -0.2 0.0 0.0
C -3.9793 -0.0588 1.1232 -2.2 -0.1 0.5
C 1.7644 2.4027 2.9762 0.1 -0.4 0.2
H 2.3483 3.3179 3.1429 -0.2 -0.2 -0.1
C 2.9932 2.8414 0.4805 0.2 -0.3 -0.2
H 3.8158 2.1414 0.6776 -0.1 0.2 -0.1
H -5.7820 0.3191 -1.5454 0.2 0.1 -0.3
F 0.3144 -3.9214 -0.0768 0.0 0.4 0.0
H 3.2237 3.8111 0.9435 -0.1 -0.3 -0.2
C -0.8108 1.8476 -3.1041 0.2 -0.1 0.1
C 0.2491 3.5225 0.8455 0.2 -0.3 0.0
H -4.7340 2.6514 2.8252 0.3 0.2 0.0
P 0.6254 0.8051 -2.5398 -0.7 0.4 -1.2
C 2.0250 1.7270 -3.2588 0.5 0.1 0.3
H 2.8865 1.6129 -2.5877 0.0 0.1 -0.4
P 1.4694 2.1334 1.1970 0.2 1.9 0.5
C -1.1371 3.2801 1.4125 -0.2 -0.6 -0.2
C -4.7777 0.5963 -1.8755 0.1 0.3 -0.2
H 0.8159 2.4624 3.5228 0.2 0.0 -0.1
H 1.7843 2.7945 -3.3517 0.1 -0.3 0.0
H 0.6970 4.4226 1.2899 -0.2 -0.1 -0.2
H -5.0682 0.0542 -3.9426 0.2 0.1 0.2
```
Forces are in eV/Å.

Computed properties:
highest occupied orbital energy (spin up / spin down): -11.08 / -11.14 eV
gap between HOMO and LUMO (spin up / spin down): 7.63 / 7.88 eV
F_max: 6.80 eV/Å
<S²>: 6.006
total charge: +1
multiplicity: 5
molecular weight: 588.17 g mol⁻¹

---

(4)
DFT (ωB97M-V/def2-TZVPD) results for a structure of composition C20H24BrClCsF5K2NO10S3 in a non-equilibrium geometry.

```
68
Properties=species:S:1:pos:R:3:forces:R:3
C -10.9652 2.3439 2.6442 0.1 -0.1 0.0
S -0.7513 -1.9082 -0.4795 0.8 -3.5 3.5
Cl -4.4476 -1.6813 -0.7188 0.5 -2.1 2.7
C -1.8228 2.2139 -1.1709 0.3 0.3 0.3
C -10.8607 0.9990 2.3084 0.0 0.1 0.0
H 6.8938 -1.3101 -3.0536 0.1 0.1 0.1
H -7.7031 2.9971 3.3080 -0.1 0.2 -0.2
H -9.9128 4.1114 3.2598 0.0 0.0 0.0
C 7.6488 -1.2848 -3.8431 -1.1 -0.6 0.3
O -1.0025 -1.7916 0.9599 -0.2 1.6 -1.8
N 0.4525 1.5380 -0.3105 1.3 -0.4 1.1
O -5.8782 -0.1855 1.3040 0.9 0.3 -1.6
C -8.4904 1.0823 2.7013 -0.4 0.1 -0.3
H 0.2508 3.6435 0.1692 0.3 -1.4 0.0
C -9.6237 0.3676 2.3381 0.0 -0.1 0.0
H 1.4843 3.5470 2.3538 -0.1 -1.0 -0.7
C 1.7353 0.1460 1.3085 -1.2 1.6 -0.1
H -4.5023 1.8612 -0.7612 1.0 0.5 2.8
C 1.3824 2.6153 1.7456 -0.3 -2.5 -1.6
F 6.2247 -5.4871 1.4816 0.1 0.9 -0.3
S 6.5574 -3.0848 0.3454 -4.9 1.3 1.7
H 7.2964 -1.8842 -4.6862 0.3 -0.2 0.0
H -0.4739 0.8083 -2.1514 0.5 0.5 0.9
C 8.9976 -1.7108 -3.3540 0.4 -0.9 -0.2
H 1.6771 -1.6799 -0.5799 -1.0 0.5 0.3
C 0.9723 0.3026 0.0597 0.9 -0.2 1.7
C -3.9651 1.5184 0.2193 1.1 1.8 2.1
C -0.3414 1.7354 -1.5434 -1.9 0.5 -0.9
F 3.5481 -1.9736 1.2601 -1.1 0.9 0.0
C -8.5923 2.4338 3.0302 -0.2 -0.2 0.0
H -4.2664 2.1985 1.0859 0.2 -1.4 -0.1
O 5.2737 -3.1684 -0.2786 1.1 -0.9 -0.7
H 0.8633 -0.7464 -1.9001 -0.1 -0.3 1.1
F 7.1492 -5.5907 -0.4478 0.1 0.7 0.0
K 5.8819 1.0887 -4.4585 -1.6 1.0 -0.1
O 7.8960 0.0500 -4.2794 1.5 -0.6 0.1
O 9.8905 -1.0053 -4.2021 -1.0 0.7 0.3
H -7.5253 0.5875 2.7260 -0.5 -0.1 -1.1
C 0.8070 -0.9859 -0.7957 0.5 1.1 -1.1
C -9.8310 3.0620 3.0025 0.0 0.1 0.0
F 9.1834 -3.0333 -3.5411 0.1 0.1 0.2
H 2.1233 -0.9083 1.5656 0.5 0.9 -0.5
K -6.8340 1.0195 4.6796 1.1 -0.2 1.3
Br -4.5580 0.5745 -1.9278 -1.2 0.2 -7.6
H -9.5423 -0.6809 2.0779 0.0 0.1 0.0
H 0.1588 2.4868 -2.2218 -0.4 -0.7 0.9
H 2.4890 1.2429 3.1300 -0.5 -0.2 -0.9
O -3.6310 -0.5968 1.9383 0.0 0.3 -2.2
C 0.6626 2.6524 0.4904 1.0 0.2 1.8
O 6.5410 -2.4372 1.6430 1.6 -0.9 -0.9
O 7.5949 -2.5352 -0.5539 -7.4 0.6 -3.2
H -2.0107 2.1330 1.0018 -0.4 -0.9 -0.7
H -1.9349 0.4817 0.3129 -0.7 0.9 -0.2
H -11.7451 0.4421 2.0233 0.1 0.0 0.0
H -11.9313 2.8332 2.6252 0.1 0.0 0.0
O -0.5712 -3.3277 -0.7923 -0.2 2.2 -1.6
H -2.5173 2.0606 -2.0404 0.8 -0.1 0.8
C 1.9275 1.3044 2.1730 -1.1 0.7 -2.1
Cs 9.5252 -2.7218 0.0622 10.4 -0.4 3.1
S -4.4851 -0.2304 0.7929 -1.6 0.2 4.4
C 7.0711 -4.8493 0.6762 -0.2 -1.6 0.3
C 9.2373 0.1352 -4.5561 1.6 0.4 -0.6
C -2.3862 1.4994 0.1432 0.3 1.1 -0.2
H -1.7563 -1.3290 -1.2464 0.6 -0.1 0.2
F 8.3023 -4.9481 1.2729 -0.3 0.3 -0.1
H 9.1970 -1.4514 -2.3126 0.0 0.0 -0.2
O 9.7531 1.0855 -5.0343 -0.5 -0.2 0.1
H -1.7905 3.3250 -0.9781 -0.1 -1.0 -0.2
```
Forces are in eV/Å.

Computed properties:
highest occupied orbital energy: -7.99 eV
gap between HOMO and LUMO: 4.18 eV
F_max: 10.81 eV/Å
total charge: +1
molecular weight: 956.06 g mol⁻¹